15
Properties=species:S:1:pos:R:3 method="wB97M-V/def2-TZVPD" relative_energy_kcal_mol=101.1 total_charge=0 fmax_ha_per_bohr=0.0540
C 0.7312 -0.3642 0.9859
C 1.6743 0.4952 0.1927
C 1.0229 0.4059 -1.1450
C -0.5566 -0.4557 0.5166
N -1.6728 -0.7556 1.2702
O -1.8927 0.3771 -1.1878
N -0.6565 -0.2778 -0.8310
H -2.1523 -0.0658 -2.0054
H 1.0759 -0.9386 1.8330
H -2.5466 -0.5408 0.8108
H -1.6315 -0.4653 2.2334
H 1.7812 1.5153 0.5669
H 2.6667 0.0355 0.1899
H 0.6843 1.3346 -1.5936
H 1.4724 -0.2997 -1.8365